A structure of composition C11H16BF7O4Pd, computed with ωB97M-V/def2-TZVPD.

Output
* energy above the lowest of the compared OMol25 structures with the same formula, charge and spin: 766.09 kJ/mol
* frontier orbital gap: 2.19 eV
* highest occupied orbital energy: -15.92 eV
* E_LUMO: -0.5044 Eh
* charge: +2

Geometry (Å):
C  -2.04  4.18  -3.07
C  -1.64  2.71  -3.75
O  -0.16  2.57  -3.65
C  0.21  2.51  -2.22
C  1.30  1.28  -2.02
O  0.50  0.03  -1.91
C  1.45  -0.95  -1.36
B  0.97  -1.57  0.12
C  0.74  -0.48  1.32
O  -0.44  -0.70  2.17
C  -0.75  0.47  3.01
C  0.11  0.96  4.33
O  -1.85  1.21  2.72
C  0.81  -3.20  0.20
F  2.21  -3.76  0.02
F  0.04  -3.74  -0.98
C  0.27  -3.79  1.63
F  0.63  -5.26  1.62
F  1.00  -3.25  2.83
C  -1.37  -3.76  1.81
F  -2.07  -2.86  0.86
F  -1.63  -3.32  3.23
F  -1.96  -5.13  1.69
H  -2.38  4.06  -1.96
H  -2.96  4.60  -3.68
H  -1.11  4.91  -3.14
H  -1.95  2.68  -4.89
H  -2.18  1.82  -3.19
H  -0.72  2.22  -1.56
H  0.70  3.52  -1.83
H  2.06  1.17  -2.91
H  1.88  1.54  -1.01
H  1.56  -1.84  -2.15
H  2.56  -0.53  -1.23
H  0.60  0.59  0.81
H  1.76  -0.40  1.93
H  1.23  1.26  4.10
H  0.15  0.16  5.20
H  -0.44  1.91  4.80
Pd  2.88  -1.86  2.14

A structure of composition C28H39N6O2SW, computed with ωB97M-V/def2-TZVPD.

Output
* energy above the lowest of the compared OMol25 structures with the same formula, charge and spin: 0.00 kJ/mol
* frontier orbital gap (alpha / beta): 8.27 / 7.69 eV
* highest occupied orbital energy (alpha / beta): -16.46 / -17.29 eV
* spin multiplicity: 3
* E_LUMO (alpha / beta): -0.3010 / -0.3529 Eh
* charge: +3

Geometry (Å):
W  -0.92  0.06  0.37
C  -3.02  0.88  1.20
C  -1.94  1.66  1.72
C  -1.34  2.36  0.63
C  -2.02  1.94  -0.57
C  -3.05  1.03  -0.20
C  -4.13  0.51  -1.10
C  -1.95  2.59  -1.93
C  -0.43  3.54  0.77
C  -1.61  1.84  3.17
C  -4.03  0.13  2.00
H  -5.03  1.11  -0.94
H  -4.40  -0.53  -0.88
H  -3.88  0.60  -2.15
H  -2.92  3.05  -2.14
H  -1.74  1.89  -2.74
H  -1.22  3.40  -1.97
H  -1.01  4.45  0.59
H  0.41  3.57  0.08
H  -0.05  3.62  1.79
H  -2.26  2.59  3.62
H  -0.58  2.15  3.32
H  -1.75  0.91  3.72
H  -4.94  0.73  2.04
H  -3.70  -0.04  3.02
H  -4.29  -0.82  1.54
C  -2.38  -2.47  3.76
C  -1.69  -2.36  2.44
O  -1.53  -1.22  1.90
N  -1.26  -3.45  1.84
C  -0.49  -3.41  0.61
C  -1.27  -3.02  -0.62
C  -1.80  -4.00  -1.44
C  -2.38  -3.66  -2.65
C  -2.39  -2.33  -3.03
C  -1.87  -1.39  -2.15
N  -1.34  -1.70  -0.95
H  -2.19  -1.57  4.34
H  -2.05  -3.35  4.31
H  -3.46  -2.55  3.59
H  -1.40  -4.34  2.31
H  -0.08  -4.41  0.46
H  0.35  -2.74  0.76
H  -1.72  -5.03  -1.14
H  -2.80  -4.42  -3.29
H  -2.79  -2.01  -3.98
H  -1.85  -0.35  -2.42
C  4.09  -1.44  1.85
N  3.73  -0.09  1.45
C  4.78  0.87  1.04
C  3.98  2.15  0.76
N  2.59  1.69  0.87
C  2.53  0.44  1.35
S  1.07  -0.36  1.85
H  4.72  -1.88  1.09
H  3.19  -2.03  1.98
H  4.64  -1.40  2.79
H  5.27  0.49  0.14
H  5.51  0.98  1.84
H  4.18  2.53  -0.24
H  4.18  2.93  1.49
H  1.83  2.32  1.07
N  4.71  0.73  -4.40
C  4.41  0.94  -3.12
O  5.18  1.31  -2.25
C  3.00  0.67  -2.65
C  2.64  -0.57  -2.14
C  1.47  -0.69  -1.44
N  0.63  0.35  -1.20
C  0.97  1.53  -1.75
C  2.12  1.73  -2.49
H  5.65  0.93  -4.72
H  4.02  0.46  -5.09
H  3.28  -1.43  -2.26
H  1.20  -1.64  -1.00
H  0.29  2.34  -1.58
H  2.33  2.71  -2.87

A cluster of 2 separate species, C4H13N2 in total, computed with ωB97M-V/def2-TZVPD.

Output
* energy above the lowest of the compared OMol25 structures with the same formula, charge and spin: 110.44 kJ/mol
* frontier orbital gap: 10.97 eV
* highest occupied orbital energy: -14.77 eV
* E_LUMO: -0.1396 Eh
* charge: +1

Geometry (Å):
C  1.49  -1.30  -1.49
N  0.03  -1.00  -1.61
H  1.79  -1.95  -2.31
H  1.69  -1.78  -0.54
H  2.05  -0.37  -1.56
H  -0.18  -0.74  -2.56
H  -0.48  -1.85  -1.40
C  0.00  -0.19  2.08
C  -1.14  0.49  1.34
C  -0.57  2.18  -0.27
N  -0.67  0.96  0.02
H  0.26  -1.13  1.58
H  0.89  0.42  2.11
H  -0.30  -0.44  3.09
H  -1.96  -0.20  1.15
H  -1.51  1.36  1.88
H  -0.19  2.49  -1.24
H  -0.85  2.95  0.44
H  -0.36  0.11  -0.71

A cluster of 6 separate species, C31H45F8N5O7 in total, computed with ωB97M-V/def2-TZVPD.

Output
* frontier orbital gap: 7.83 eV
* SMILES: CC1=C(F)C(=O)c2c(cc(C[C@H](C)F)c(C(F)(F)C(F)(F)F)c2F)C1=O.CNC(C)=O.CNC(C)=O.CNC(C)=O.CNC(C)=O.CNC(C)=O
* highest occupied orbital energy: -8.90 eV
* E_LUMO: -0.0394 Eh
* charge: 0

Geometry (Å):
C  6.31  -5.25  -2.47
C  4.83  -5.34  -3.04
C  4.47  -6.54  -3.75
F  5.41  -7.59  -3.97
C  2.99  -6.75  -4.32
O  2.74  -7.47  -5.34
C  1.83  -6.01  -3.47
C  2.21  -4.68  -2.76
C  1.08  -3.95  -1.99
C  -0.39  -4.50  -1.86
C  -1.42  -3.61  -1.04
C  -1.35  -2.11  -1.69
C  -2.72  -1.29  -1.42
F  -1.34  -2.33  -3.15
C  -0.76  -5.88  -2.55
C  -2.23  -6.51  -2.41
F  -2.79  -6.33  -1.10
F  -2.21  -7.94  -2.61
C  -3.21  -5.94  -3.57
F  -4.24  -6.93  -3.74
F  -2.52  -5.92  -4.83
F  -3.81  -4.71  -3.25
C  0.37  -6.59  -3.36
F  0.17  -7.83  -4.05
C  3.72  -4.19  -2.89
O  4.06  -2.98  -2.90
H  6.70  -6.26  -2.06
H  6.42  -4.47  -1.65
H  7.08  -4.94  -3.28
H  1.37  -2.96  -1.47
H  -1.08  -3.50  0.06
H  -2.52  -3.92  -1.13
H  -0.42  -1.54  -1.39
H  -3.66  -1.97  -1.49
H  -2.77  -0.47  -2.22
H  -2.61  -0.79  -0.38
C  10.41  -3.94  -0.37
C  9.25  -3.27  -1.04
O  8.12  -3.75  -1.01
N  9.47  -2.10  -1.70
C  10.72  -1.39  -1.84
H  10.08  -4.86  0.11
H  11.18  -4.19  -1.11
H  10.83  -3.28  0.40
H  8.64  -1.71  -2.12
H  10.60  -0.39  -1.41
H  10.94  -1.29  -2.90
H  11.55  -1.89  -1.34
C  3.64  -4.94  1.25
C  4.01  -6.19  0.49
O  4.85  -6.19  -0.39
N  3.37  -7.35  0.83
C  2.36  -7.54  1.84
H  4.23  -4.10  0.87
H  2.58  -4.72  1.10
H  3.86  -5.07  2.31
H  3.67  -8.14  0.28
H  2.72  -8.28  2.56
H  1.46  -7.93  1.35
H  2.11  -6.62  2.36
C  -5.16  0.95  1.29
C  -3.68  1.23  1.22
O  -2.84  0.33  1.24
N  -3.28  2.52  1.14
C  -4.11  3.71  1.10
H  -5.32  -0.13  1.36
H  -5.58  1.42  2.18
H  -5.65  1.32  0.39
H  -2.28  2.63  1.10
H  -3.90  4.25  0.18
H  -3.84  4.34  1.95
H  -5.17  3.48  1.16
C  -5.94  7.13  1.38
C  -4.46  7.41  1.31
O  -3.63  6.51  1.33
N  -4.07  8.71  1.23
C  -4.90  9.89  1.19
H  -6.10  6.05  1.45
H  -6.37  7.60  2.27
H  -6.43  7.50  0.48
H  -3.06  8.82  1.18
H  -4.69  10.43  0.26
H  -4.63  10.52  2.04
H  -5.96  9.66  1.25
C  -5.31  13.97  4.40
C  -5.70  12.54  4.12
O  -5.70  12.08  2.98
N  -6.07  11.76  5.17
C  -6.13  12.12  6.57
H  -5.05  14.46  3.47
H  -6.15  14.50  4.86
H  -4.44  13.99  5.07
H  -6.32  10.82  4.90
H  -5.46  11.46  7.13
H  -7.15  11.97  6.92
H  -5.84  13.16  6.74

A cluster of 4 separate species, C4H14O3 in total, computed with ωB97M-V/def2-TZVPD.

Output
* energy above the lowest of the compared OMol25 structures with the same formula, charge and spin: 0.00 kJ/mol
* frontier orbital gap (alpha / beta): 9.55 / 5.79 eV
* highest occupied orbital energy (alpha / beta): -14.07 / -14.07 eV
* spin multiplicity: 2
* E_LUMO (alpha / beta): -0.1658 / -0.3042 Eh
* charge: +1

Geometry (Å):
C  -1.45  1.22  -2.74
C  -1.45  0.61  -1.43
C  -2.55  0.03  -0.77
C  -2.65  -0.45  0.59
H  -0.49  1.01  -3.22
H  -1.50  2.30  -2.63
H  -2.26  0.84  -3.35
H  -0.52  0.65  -0.86
H  -3.42  -0.17  -1.38
H  -3.38  0.20  1.09
H  -1.69  -0.40  1.09
H  -3.07  -1.45  0.54
H  1.72  -1.41  0.60
H  1.02  -1.65  -0.72
O  0.92  -1.16  0.11
H  2.58  2.06  1.21
H  1.55  0.96  0.93
O  2.12  1.31  1.62
H  3.69  -1.55  2.61
H  2.74  -0.52  2.02
O  3.26  -1.30  1.78

A cluster of 4 separate species, C5H22N3O3 in total, computed with ωB97M-V/def2-TZVPD.

Output
* energy above the lowest of the compared OMol25 structures with the same formula, charge and spin: 0.00 kJ/mol
* frontier orbital gap (alpha / beta): 10.15 / 4.94 eV
* highest occupied orbital energy (alpha / beta): -16.30 / -16.29 eV
* spin multiplicity: 2
* E_LUMO (alpha / beta): -0.2262 / -0.4170 Eh
* charge: +2

Geometry (Å):
N  -0.60  -0.81  -1.81
C  -0.83  0.45  -0.99
C  -1.62  0.09  0.30
C  -2.32  1.36  0.89
N  -1.64  2.04  1.93
C  0.38  1.31  -0.73
N  1.58  0.65  -0.27
C  2.70  1.61  -0.13
H  -0.18  -0.51  -2.69
H  0.08  -1.50  -1.27
H  -1.54  -1.13  -2.05
H  -1.56  0.97  -1.62
H  -2.44  -0.56  0.00
H  -1.05  -0.25  1.16
H  -2.52  2.11  0.10
H  -3.34  1.17  1.24
H  -2.16  2.32  2.76
H  -0.62  2.07  1.96
H  0.12  2.01  0.07
H  0.67  2.00  -1.55
H  1.93  -0.11  -0.85
H  3.63  1.07  -0.01
H  2.68  2.28  -1.00
H  2.63  2.24  0.75
H  1.09  -3.14  -0.35
H  1.36  -1.96  0.64
O  0.99  -2.18  -0.28
H  -1.68  -3.73  -1.10
H  -1.45  -3.56  0.41
O  -1.62  -3.08  -0.40
H  3.18  -1.39  1.67
H  1.94  -0.49  1.43
O  2.22  -1.36  1.79

An isolated molecule of C3H10BNO, computed with ωB97M-V/def2-TZVPD.

Output
* energy above the lowest of the compared OMol25 structures with the same formula, charge and spin: 313.76 kJ/mol
* frontier orbital gap: 9.67 eV
* SMILES: BC[C@@H](O)CN
* highest occupied orbital energy: -9.27 eV
* E_LUMO: 0.0147 Eh
* charge: 0

Geometry (Å):
B  0.33  -1.58  -1.35
C  -0.81  -0.51  -0.94
C  -0.71  -0.04  0.54
O  -1.00  -1.06  1.49
C  0.66  0.66  0.87
N  0.83  1.86  0.04
H  0.85  -1.56  -2.42
H  0.72  -2.41  -0.59
H  -0.60  0.39  -1.56
H  -1.82  -0.87  -1.21
H  -1.48  0.76  0.68
H  -1.59  -0.70  2.14
H  1.49  -0.07  0.77
H  0.58  0.94  1.94
H  1.43  2.54  0.48
H  1.11  1.64  -0.90

A structure of composition C4H11N2, computed with ωB97M-V/def2-TZVPD.

Output
* energy above the lowest of the compared OMol25 structures with the same formula, charge and spin: 447.16 kJ/mol
* frontier orbital gap: 8.59 eV
* highest occupied orbital energy: -13.39 eV
* E_LUMO: -0.1763 Eh
* charge: +1

Geometry (Å):
C  -1.28  0.45  0.36
C  -0.96  1.02  -0.94
C  0.45  0.56  -0.67
C  1.00  0.90  0.58
N  1.64  0.08  1.41
N  -0.82  -2.26  -0.64
H  -1.21  1.11  1.22
H  -1.79  -0.49  0.48
H  -1.05  2.11  -1.06
H  -1.48  0.51  -1.74
H  1.06  0.43  -1.57
H  0.86  1.91  0.97
H  2.07  0.48  2.23
H  2.13  -0.73  1.04
H  -1.34  -2.44  -1.50
H  -0.40  -3.17  -0.42
H  -0.04  -1.66  -0.86

An isolated molecule of C3H2N2S2, computed with ωB97M-V/def2-TZVPD.

Output
* energy above the lowest of the compared OMol25 structures with the same formula, charge and spin: 147.61 kJ/mol
* frontier orbital gap: 7.27 eV
* SMILES: S=C=N/C=N\C=S
* highest occupied orbital energy: -8.36 eV
* E_LUMO: -0.0402 Eh
* charge: 0

Geometry (Å):
C  0.93  0.35  0.11
C  -1.11  -0.79  0.73
C  2.58  -1.43  -0.35
N  2.03  -0.40  -0.04
N  -0.34  0.08  0.24
S  3.12  -2.77  -0.74
S  -1.12  -1.46  2.24
H  1.04  1.41  0.10
H  -2.01  -1.06  -0.02

A structure of composition C19H28N3S2SbSe4Tc, computed with ωB97M-V/def2-TZVPD.

Output
* frontier orbital gap (alpha / beta): 5.07 / 5.45 eV
* highest occupied orbital energy (alpha / beta): -7.11 / -7.08 eV
* spin multiplicity: 4
* E_LUMO (alpha / beta): -0.0750 / -0.0600 Eh
* charge: 0

Geometry (Å):
Tc  1.63  -0.65  -2.42
C  -0.37  1.73  -3.55
C  0.85  2.24  -2.86
C  0.95  3.60  -2.52
C  2.11  4.10  -2.02
C  3.24  3.26  -1.90
C  4.52  3.73  -1.52
C  5.56  2.87  -1.41
C  5.39  1.49  -1.66
C  4.16  1.00  -2.04
S  3.86  -0.73  -2.37
C  3.06  1.89  -2.18
N  1.85  1.38  -2.61
H  -0.80  2.52  -4.17
H  -1.14  1.41  -2.85
H  -0.13  0.89  -4.20
H  0.09  4.23  -2.67
H  2.19  5.14  -1.74
H  4.64  4.79  -1.32
H  6.54  3.24  -1.12
H  6.21  0.80  -1.54
C  -2.81  1.49  3.02
C  -2.45  2.57  2.00
C  -1.96  2.03  0.66
C  -0.61  1.31  0.71
N  -0.69  -0.09  1.10
C  -0.50  -1.14  0.29
S  -0.52  -0.95  -1.44
N  -0.37  -2.36  0.75
C  -0.41  -2.81  2.15
C  -1.75  -3.46  2.49
C  -2.95  -2.57  2.23
C  -4.26  -3.26  2.59
H  -3.32  1.93  3.88
H  -1.93  0.98  3.41
H  -3.48  0.75  2.58
H  -1.68  3.23  2.42
H  -3.33  3.19  1.82
H  -1.86  2.87  -0.03
H  -2.70  1.35  0.23
H  0.07  1.83  1.40
H  -0.14  1.35  -0.27
H  -0.90  -0.29  2.06
H  -0.32  -3.14  0.09
H  -0.19  -1.98  2.82
H  0.38  -3.56  2.24
H  -1.72  -3.73  3.55
H  -1.83  -4.38  1.92
H  -2.98  -2.29  1.17
H  -2.86  -1.64  2.81
H  -4.36  -4.19  2.03
H  -5.12  -2.63  2.37
H  -4.29  -3.51  3.66
Se  1.22  -6.41  -3.78
Sb  1.51  -5.16  -1.76
Se  1.91  -2.77  -2.11
Se  3.13  -6.05  -0.17
Se  -0.35  -5.45  -0.22

A cluster of 2 separate species, C2HNOS2 in total, computed with ωB97M-V/def2-TZVPD.

Output
* energy above the lowest of the compared OMol25 structures with the same formula, charge and spin: 66.16 kJ/mol
* frontier orbital gap: 9.03 eV
* SMILES: C#[N+][S-].O=C=S
* highest occupied orbital energy: -8.80 eV
* E_LUMO: 0.0083 Eh
* charge: 0

Geometry (Å):
C  -2.09  -0.85  -0.77
C  2.09  1.33  0.38
N  -1.32  -0.99  0.12
O  2.11  1.58  1.54
S  2.35  0.87  -1.08
S  -0.18  -0.89  1.20
H  -2.96  -1.06  -1.39

A structure of composition C11H13NO5PdSe, computed with ωB97M-V/def2-TZVPD.

Output
* frontier orbital gap (alpha / beta): 9.02 / 7.22 eV
* highest occupied orbital energy (alpha / beta): -16.59 / -16.90 eV
* spin multiplicity: 5
* E_LUMO (alpha / beta): -0.2785 / -0.3559 Eh
* charge: +2

Geometry (Å):
Pd  0.93  0.47  -0.03
O  0.79  4.83  0.02
C  0.63  3.54  -0.09
O  1.52  2.73  -0.26
C  -0.79  3.10  -0.02
C  -1.88  3.95  0.00
C  -3.15  3.38  -0.01
C  -3.27  1.99  -0.04
C  -2.12  1.23  -0.03
N  -0.91  1.78  -0.01
C  -2.04  -0.27  -0.06
O  -3.11  -1.02  -0.02
O  -0.94  -0.80  -0.11
H  1.73  5.08  -0.06
H  -1.74  5.02  0.00
H  -4.03  4.00  -0.01
H  -4.25  1.54  -0.07
H  -3.95  -0.53  0.01
Se  3.18  0.48  0.87
C  2.05  -3.87  0.74
C  1.96  -3.82  -0.79
C  1.96  -2.33  -1.13
O  1.64  -1.64  0.13
C  1.31  -2.62  1.17
H  3.08  -3.84  1.07
H  1.57  -4.76  1.15
H  1.03  -4.28  -1.14
H  2.79  -4.33  -1.27
H  1.21  -2.06  -1.87
H  2.93  -1.97  -1.46
H  0.23  -2.75  1.18
H  1.63  -2.21  2.13

A cluster of 2 separate species, C5H13NO in total, computed with ωB97M-V/def2-TZVPD.

Output
* energy above the lowest of the compared OMol25 structures with the same formula, charge and spin: 442.15 kJ/mol
* frontier orbital gap: 8.54 eV
* SMILES: C/C=C(\C)NC.O
* highest occupied orbital energy: -7.66 eV
* E_LUMO: 0.0322 Eh
* charge: 0

Geometry (Å):
C  -0.55  -0.61  -2.46
N  0.07  0.42  -1.59
C  0.38  -0.01  -0.30
C  -0.70  -0.27  0.51
C  -0.66  -0.80  1.87
C  1.76  -0.77  -0.28
H  -1.18  -0.25  -3.33
H  0.15  -1.27  -3.04
H  -0.83  -1.24  -1.73
H  0.63  1.09  -2.00
H  -1.75  -0.43  0.21
H  -0.54  -1.97  1.98
H  0.22  -0.39  2.45
H  -1.54  -0.50  2.48
H  1.54  -1.71  -0.93
H  1.88  -1.21  0.88
H  2.56  -0.10  -0.24
H  -0.46  1.27  2.48
H  -0.88  2.65  1.95
O  -0.21  1.99  1.75

A cluster of 2 separate species, C4H7O3S in total, computed with ωB97M-V/def2-TZVPD.

Output
* energy above the lowest of the compared OMol25 structures with the same formula, charge and spin: 127.19 kJ/mol
* frontier orbital gap (alpha / beta): 4.83 / 7.65 eV
* highest occupied orbital energy (alpha / beta): -1.06 / -4.55 eV
* spin multiplicity: 3
* E_LUMO (alpha / beta): 0.1384 / 0.1141 Eh
* charge: -1

Geometry (Å):
C  -0.22  -1.52  1.22
C  -0.14  -1.43  -0.25
C  0.53  -0.38  0.54
C  0.34  1.87  -0.38
O  3.78  -0.74  -0.95
O  3.84  1.26  0.48
O  -0.22  0.88  0.43
S  3.53  -0.19  0.40
H  -1.13  -1.35  1.84
H  0.35  -2.27  1.64
H  0.47  -2.22  -0.73
H  -1.01  -1.18  -0.88
H  0.42  1.51  -1.41
H  1.04  2.47  0.23
H  -0.51  2.62  -0.65